[1]
This record from the Open Molecules 2025 dataset describes a 8-piece molecular cluster, C8H32N16O8 overall. The level of theory is ωB97M-V/def2-TZVPD.

Each line ends with the Löwdin charge.
Positions of all 64 atoms, in Å:
C 0.0760 -0.6715 -0.4093  -0.82
O 0.8686 -0.3582 0.3612  0.06
N -0.6212 0.0491 -1.3136  0.20
N -0.2417 -1.8729 -0.5936  0.20
H -0.3595 0.9835 -1.5937  0.05
H -1.2557 -0.5003 -1.8755  0.06
H 0.4230 -2.5690 -0.2875  0.11
H -0.8113 -2.0369 -1.4114  0.06
C 0.0562 2.7138 3.3936  -0.84
O -0.6019 3.3060 4.1796  0.06
N 0.3403 3.0785 2.1766  0.15
N 0.4523 1.4970 3.5073  0.18
H 0.1854 4.0391 1.9056  0.11
H 0.9753 2.5409 1.6040  0.05
H 0.6067 1.0167 2.6324  0.09
H 0.4236 1.1123 4.4408  0.13
C 3.3927 1.9229 -0.1150  -0.82
O 2.6955 2.0263 0.8453  0.02
N 4.4391 2.7277 -0.0968  0.17
N 3.1359 1.2376 -1.1457  0.22
H 4.6211 3.4397 0.5961  0.12
H 4.9805 2.6650 -0.9471  0.10
H 3.7944 0.9399 -1.8513  0.13
H 2.2317 0.7877 -1.1358  0.10
C -2.4058 -2.3013 -3.3080  -0.96
O -2.8003 -1.5594 -2.4777  0.04
N -1.5303 -3.2951 -3.2661  0.07
N -2.5771 -2.2293 -4.5707  0.10
H -1.2565 -3.8116 -4.0897  -0.02
H -1.2973 -3.6823 -2.3628  0.05
H -3.0468 -1.3916 -4.8834  0.11
H -2.4718 -3.1276 -5.0203  0.02
C -0.1295 3.4696 -2.1239  -0.82
O 0.0193 2.4760 -2.8316  0.01
N -0.9949 4.4360 -2.2500  0.15
N 0.4187 3.5840 -1.0077  0.20
H -1.8263 4.2010 -2.7731  0.11
H -0.9403 5.3394 -1.8018  0.11
H 1.1036 2.9035 -0.7109  0.10
H 0.0374 4.3431 -0.4615  0.11
C -3.3971 1.5682 0.8885  -0.82
O -3.3743 0.5347 1.5126  0.03
N -2.2846 2.0976 0.5193  0.17
N -4.4110 2.0732 0.2715  0.16
H -1.3967 1.8727 0.9450  0.09
H -2.3738 2.8739 -0.1206  0.08
H -4.1784 2.7972 -0.3933  0.09
H -5.3255 1.6444 0.2673  0.12
C 2.5657 -1.9812 3.2751  -0.85
O 2.9228 -2.5348 4.2943  0.02
N 1.3449 -1.7542 2.9588  0.17
N 3.3236 -1.6240 2.3115  0.19
H 0.8641 -1.9055 3.8340  0.12
H 0.9228 -1.2772 2.1749  0.07
H 4.3185 -1.7923 2.3562  0.12
H 2.8732 -1.0817 1.5883  0.09
C 0.2269 -4.9744 0.6039  -0.87
O 1.4597 -4.8271 0.6229  -0.01
N -0.4660 -5.1161 -0.4390  0.14
N -0.5800 -4.6990 1.5284  0.17
H 0.0741 -5.1659 -1.2909  0.10
H -1.4583 -5.2958 -0.3825  0.09
H -1.5500 -4.4917 1.3381  0.11
H -0.2096 -4.3703 2.4086  0.12

Kohn-Sham gap (alpha / beta) ... 1.7010 / 8.6433 eV
Multiplicity ... 2
Total charge ... -1
Lowest unoccupied orbital energy (alpha / beta) ... 0.0695 / 0.0664 hartree
Relative energy (zero: lowest compared OMol25 entry of this formula, charge and spin) ... 392.8 kJ/mol

=====

[2]
This record from the Open Molecules 2025 dataset describes a 8-piece molecular cluster, C8H32N16O8 overall. The level of theory is ωB97M-V/def2-TZVPD.

Each line ends with the Löwdin charge.
Positions of all 64 atoms, in Å:
N 1.3377 2.8181 10.4156  0.17
C 0.9175 1.6992 9.9818  -0.82
N 1.4519 0.7256 10.6134  0.16
O 0.3253 1.5015 8.9123  0.00
H 1.9065 2.7816 11.2494  0.11
H 0.8951 3.6916 10.1682  0.13
H 1.9027 0.8297 11.5112  0.12
H 1.4061 -0.1506 10.1131  0.13
N -3.8105 6.8483 8.1943  0.14
C -4.8792 6.2965 7.6747  -0.83
N -4.5416 5.4731 6.7336  0.16
O -5.9619 6.5345 8.1039  0.07
H -3.8909 7.2096 9.1340  0.12
H -2.9242 6.9109 7.7139  0.11
H -3.6101 5.0827 6.7321  0.11
H -5.2895 5.1015 6.1656  0.12
N 6.3521 0.7508 -3.2313  0.15
C 6.3481 0.0181 -4.3207  -0.70
N 7.4642 0.0731 -5.1155  0.14
O 5.3445 -0.6104 -4.7135  -0.02
H 5.6079 0.6147 -2.5621  0.12
H 6.9035 1.5938 -3.1574  0.11
H 7.3606 -0.3824 -6.0110  0.10
H 8.3371 0.5431 -4.9222  0.10
N -2.3092 -8.4337 -2.0104  0.17
C -3.1190 -7.4538 -1.8594  -0.83
N -4.3172 -7.7356 -1.5334  0.17
O -2.7290 -6.3093 -2.1015  0.00
H -2.4850 -9.2399 -1.4281  0.11
H -1.3657 -8.3401 -2.3586  0.13
H -4.7976 -7.0351 -0.9870  0.13
H -4.5625 -8.7113 -1.4440  0.12
N 2.5912 -5.9915 -4.9106  0.15
C 2.8814 -6.9378 -5.7767  -0.73
N 3.7867 -6.4707 -6.6519  0.14
O 2.6473 -8.1411 -5.6189  0.00
H 1.9467 -6.0357 -4.1342  0.12
H 2.9313 -5.1200 -5.2912  0.10
H 4.0352 -5.4918 -6.6556  0.10
H 4.0562 -7.1110 -7.3851  0.11
N 2.3236 8.3707 -0.3193  0.15
C 1.3030 9.1512 -0.7025  -0.83
N 0.3168 8.4849 -1.0828  0.17
O 1.3633 10.3453 -0.7058  0.05
H 3.2517 8.7174 -0.1231  0.11
H 2.2481 7.3931 -0.5618  0.09
H -0.5186 9.0228 -1.2639  0.13
H 0.3023 7.4992 -1.3025  0.12
N 0.7607 -0.7083 -0.6201  0.15
C 0.9182 0.1268 0.4115  -0.77
N 0.0346 -0.0870 1.3183  0.15
O 1.7097 1.0642 0.5357  0.01
H 0.0967 -1.4677 -0.6708  0.11
H 1.3639 -0.5369 -1.4118  0.11
H -0.6894 -0.7912 1.3093  0.12
H 0.0471 0.6258 2.0337  0.12
N -4.8323 -1.5227 -5.1574  0.16
C -5.4708 -2.0295 -6.1808  -0.79
N -5.7573 -3.3032 -6.0276  0.15
O -5.8706 -1.4367 -7.1574  0.04
H -4.5030 -2.1760 -4.4612  0.11
H -4.4186 -0.6094 -5.2794  0.12
H -5.7292 -3.7854 -5.1406  0.10
H -6.3936 -3.7436 -6.6767  0.12

Kohn-Sham gap ... 9.8411 eV
Total charge ... 0
Lowest unoccupied orbital energy ... 0.0068 hartree
Relative energy (zero: lowest compared OMol25 entry of this formula, charge and spin) ... 617.2 kJ/mol

=====

[3]
This record from the Open Molecules 2025 dataset describes a 12-piece molecular cluster, C8H32O11 overall. The level of theory is ωB97M-V/def2-TZVPD.

Each line ends with the Löwdin charge.
Positions of all 51 atoms, in Å:
C 3.5955 -1.0478 0.2581  -0.10
C 3.7079 -0.2771 1.6394  -0.22
C 2.3201 -0.0676 2.2037  -0.32
C 1.7064 1.2134 2.1579  -0.14
C 0.6764 1.5412 2.9998  -0.18
C 0.1110 0.5900 3.8998  -0.21
C 0.5102 -0.7600 3.7394  -0.21
C 1.5719 -1.0621 2.8875  -0.11
H 3.8779 -2.1131 0.3004  0.06
H 2.5446 -0.9720 -0.0507  0.05
H 4.1828 -0.6125 -0.5061  0.03
H 4.4669 -0.6839 2.3619  0.09
H 4.2235 0.6872 1.4581  0.09
H 2.1267 1.9928 1.4575  0.10
H 0.4016 2.6069 3.0633  0.09
H -0.6630 0.8606 4.6109  0.06
H -0.0637 -1.5478 4.2553  0.09
H 1.8366 -2.1154 2.8840  0.09
H -1.4157 -3.4400 -0.5195  0.08
H -0.2452 -3.6385 -1.5134  0.03
O -0.5497 -3.0700 -0.8154  -0.05
H -3.9142 0.4253 -3.1166  0.05
H -2.6333 -0.3621 -3.0428  -0.03
O -2.9516 0.5451 -3.0654  -0.07
H 1.4654 2.2467 -3.1403  0.00
H 0.2726 3.0963 -3.5885  -0.02
O 1.0238 2.6298 -3.9163  -0.06
H 0.1525 0.4679 -2.4948  -0.03
H 0.2767 0.4195 -4.0132  0.03
O -0.1833 0.0238 -3.2694  -0.06
H -2.0542 -2.6922 1.7521  0.03
H -3.3644 -2.0605 2.2808  0.01
O -2.8357 -2.8608 2.3247  -0.08
H 0.7585 1.5550 -1.1125  0.04
H 1.9629 0.6366 -0.9827  0.03
O 1.5646 1.2497 -1.6000  -0.06
H -0.6830 -0.5403 2.1483  0.03
H -1.9174 0.1067 2.1783  0.07
O -1.2836 -0.1172 1.4759  -0.11
H -3.0996 -0.2726 -0.9479  0.00
H -2.9584 -0.1433 0.5506  0.01
O -3.3721 -0.7351 -0.1188  -0.09
H -0.9395 4.4581 -1.2580  0.05
H -0.8662 3.1413 -1.6515  0.00
O -0.5163 3.9777 -1.9836  -0.06
H -2.0744 -2.2118 -3.4993  0.05
H -1.1212 -2.3074 -2.3800  0.06
O -2.0854 -2.0009 -2.5574  -0.11
H -0.6720 0.7586 -0.0688  0.04
H -1.7463 1.0081 -1.1298  0.02
O -1.1277 1.4731 -0.5449  -0.07

Kohn-Sham gap (alpha / beta) ... 2.4953 / 6.6227 eV
Multiplicity ... 2
Total charge ... -1
Lowest unoccupied orbital energy (alpha / beta) ... 0.0861 / 0.0850 hartree

=====

[4]
This record from the Open Molecules 2025 dataset describes a 14-piece molecular cluster, C8H33BN2O16 overall. The level of theory is ωB97M-V/def2-TZVPD.

Each line ends with the Löwdin charge.
Positions of all 60 atoms, in Å:
N -0.2080 2.6398 1.3955  0.12
B -0.1027 1.1606 1.0585  -0.45
O -1.2640 0.3116 1.1001  0.07
C 1.4027 0.6490 0.6371  -0.01
C 2.1573 -0.2480 1.6688  0.02
C 3.5874 -0.7203 1.2473  -0.02
C 4.2258 -0.2725 -0.1186  0.02
C 3.4021 0.6158 -1.0663  -0.03
C 1.9630 1.0832 -0.7320  0.00
C 1.3565 1.9397 -1.9176  -0.28
O 0.2554 2.5297 -2.0384  0.05
N 2.4220 1.8388 -2.9428  0.13
C 3.7094 1.2522 -2.4862  -0.32
O 4.7698 1.3358 -3.1428  0.06
H 0.5918 2.8498 2.0322  0.07
H 0.0680 3.1075 0.5086  0.06
H -1.7286 0.5781 1.9335  0.13
H 1.6541 -0.5243 2.6540  0.10
H 4.1389 -1.4106 1.9821  0.10
H 5.2614 -0.5973 -0.4568  0.10
H 2.5202 2.6803 -3.5422  0.16
O -1.9496 4.4062 -2.6286  -0.07
H -1.1954 3.8032 -2.5706  -0.02
H -1.5690 5.2245 -2.9687  0.03
O 1.7959 4.7159 0.7937  -0.04
H 2.7227 4.5074 0.9646  0.04
H 1.8045 5.6551 0.5709  0.05
O 0.2074 -2.2204 3.7722  -0.08
H 0.6038 -3.1013 3.8398  0.00
H -0.7416 -2.3946 3.7335  0.00
O 3.4484 2.3326 3.0306  -0.06
H 3.8079 1.6881 3.6525  0.04
H 4.2283 2.6911 2.5894  0.04
O -2.3781 -3.4482 2.5607  -0.05
H -2.7809 -2.8038 1.9660  0.05
H -2.3501 -4.2613 2.0391  0.01
O -3.1688 -5.9523 0.7764  -0.05
H -3.0504 -6.6324 0.1023  0.05
H -4.1203 -5.9472 0.9393  0.05
O -2.4078 -0.8268 -1.3198  -0.05
H -2.2185 -0.4334 -0.4557  0.00
H -1.8130 -0.3626 -1.9227  0.04
O -4.3966 0.7131 -3.4394  -0.07
H -4.0338 0.0706 -2.8152  0.01
H -3.6179 1.0796 -3.8785  0.02
O 0.3955 -2.2278 -1.3341  -0.07
H 0.0979 -1.5219 -0.7470  0.01
H -0.3098 -2.8874 -1.2825  0.02
O -0.3671 -4.6551 -2.6791  -0.06
H 0.3901 -5.2498 -2.6178  0.04
H 0.0097 -3.8319 -3.0181  0.03
O -1.4811 4.3480 3.9565  -0.08
H -1.0759 3.9109 3.1951  -0.01
H -2.2397 4.8115 3.5824  0.03
O 0.1899 -4.9959 4.0375  -0.05
H 0.5860 -5.8733 4.1048  0.05
H -0.7594 -5.1692 3.9990  0.05
O -3.8079 1.1548 -6.1661  -0.07
H -3.9985 2.0904 -6.3070  0.04
H -4.6392 0.7947 -5.8296  0.03

Kohn-Sham gap ... 8.0695 eV
Total charge ... 0
Lowest unoccupied orbital energy ... -0.0455 hartree

=====

Molecular weight (g mol⁻¹)
480.4; 480.4; 304.3; 424.2
Calculated total energy (a.u.)
-1802.1003; -1802.1934; -1151.5983; -1662.8004
Max |F| (eV/A)
9.566; 8.168; 2.818; 5.255